[1]
10
Properties=species:S:1:pos:R:3:forces:R:3 method="wB97M-V/def2-TZVPD" e_above_lowest_kcal_mol=6.3 smiles="NC(=O)NC=O" multiplicity=1 orbital_gap_ev=11.06 largest_force_ev_per_a=0.50 total_energy_ha=-338.64320
O 0.45810 -1.14688 1.26489 0.1 0.4 -0.3
O -2.72440 0.30696 -0.72753 0.3 -0.1 0.4
N 1.81309 0.03762 -0.14806 0.0 0.0 0.1
N -0.49424 0.14189 -0.38206 0.0 -0.1 -0.2
C 0.59307 -0.37847 0.33613 -0.1 -0.1 0.3
C -1.81395 0.11062 0.04299 -0.2 0.1 -0.2
H 1.91160 0.95630 -0.56015 -0.2 -0.2 0.1
H 2.58989 -0.25880 0.42548 -0.1 0.0 -0.1
H -0.38403 0.27996 -1.37887 0.0 0.1 0.1
H -1.94913 -0.04920 1.12718 0.2 -0.1 -0.3


[2]
30
Properties=species:S:1:pos:R:3:forces:R:3 method="wB97M-V/def2-TZVPD" e_above_lowest_kcal_mol=0.0 multiplicity=2 orbital_gap_ev="5.68 / 5.51" largest_force_ev_per_a=2.61 s2=0.803 total_energy_ha=-2851.11424
Tc 0.64562 0.14850 -0.07607 2.1 -0.9 1.3
S 4.48535 -2.28248 1.78652 -0.1 -0.1 0.1
S 0.39372 -0.99811 2.00666 0.2 0.6 -1.1
S 2.98589 -0.25518 0.17580 -1.8 0.0 -0.2
S 4.76268 -4.29854 3.94653 -0.1 0.1 0.0
S 2.16515 -2.96349 3.40021 0.1 0.0 0.0
O 0.76395 1.28512 -2.03276 -0.1 -0.2 0.3
O -1.06282 3.55315 1.24746 0.2 -0.2 -0.1
O 0.16702 -1.51760 -1.04348 0.2 0.5 -0.3
O 0.41724 1.94710 0.73324 0.1 0.0 -0.3
O -1.52945 -2.71742 -1.89593 0.3 0.1 0.1
N -1.44171 0.49489 -0.50065 -0.2 -0.2 0.1
C -1.58488 1.08120 -1.85675 0.3 0.1 -0.2
C -0.45442 2.03510 -2.18701 -0.3 0.1 0.0
C -1.90487 1.41849 0.55056 0.3 0.3 0.2
C 3.86195 -3.22988 3.10587 0.1 -0.1 0.0
C -2.05298 -0.84861 -0.48579 0.2 -0.3 -0.2
C 3.00232 -1.44888 1.39547 0.1 0.0 0.2
C -1.09539 -1.80857 -1.23587 -0.9 0.0 0.1
C -0.78605 2.43937 0.87844 -0.8 0.0 0.1
C 1.91312 -1.76891 2.15841 0.1 0.1 0.0
H -2.81590 1.95146 0.27727 0.0 -0.1 -0.1
H -2.08721 0.85791 1.46888 0.0 -0.1 0.0
H -2.12087 -1.20623 0.54245 0.0 0.1 0.0
H -0.55425 2.36687 -3.22112 0.0 0.0 0.0
H -1.55855 0.26454 -2.57930 0.0 0.0 0.0
H -3.04353 -0.87040 -0.94181 0.0 0.1 0.0
H -0.45764 2.90488 -1.52781 0.1 0.0 0.0
H 1.52696 1.86357 -2.14041 0.1 0.0 0.0
H -2.54049 1.60212 -1.94901 0.0 -0.1 0.0


[3]
38
Properties=species:S:1:pos:R:3:forces:R:3 method="wB97M-V/def2-TZVPD" multiplicity=6 total_charge=-1 orbital_gap_ev="9.10 / 9.99" largest_force_ev_per_a=6.34 s2=8.755 total_energy_ha=-3701.95656
Mn 0.46786 0.93607 0.88854 0.9 -0.6 0.4
S 3.39233 1.15536 -1.22824 -0.7 1.2 -2.3
S -1.67610 -1.88496 -2.81053 -0.8 -0.7 -0.7
S 3.56625 -0.78300 0.52004 -0.4 0.1 2.6
F 2.07992 1.86431 -1.97071 0.7 -1.8 0.9
F 3.07601 -0.07912 2.01585 1.9 -2.1 0.0
O -0.70766 -1.40525 3.86927 0.8 1.3 -0.3
O 0.01189 -1.28669 1.70087 -0.3 0.0 0.7
O 4.95088 -0.48032 0.24131 -1.3 -1.0 1.1
O -1.29619 -1.46265 -4.11550 0.5 0.5 0.1
O 2.96480 -2.07721 0.49467 1.3 0.1 0.5
O -2.96884 -1.07163 -2.45320 -0.1 1.1 -0.5
O -1.07501 1.64599 0.05724 0.0 0.4 -0.2
O -2.08120 -3.23738 -2.63024 0.5 -1.4 0.2
O 1.68116 3.12499 1.41569 -0.5 -1.5 0.7
O 4.03377 2.33726 -0.80883 0.3 1.0 2.0
O 4.16476 0.50011 -2.25233 -1.7 -1.0 0.7
O 0.31563 0.49038 2.97196 -1.0 -1.9 1.0
N 2.59462 0.24806 -0.06473 -0.7 3.5 -5.2
C -0.58488 -1.38742 -1.55819 0.9 0.6 0.6
C -3.80960 -1.60555 -1.42132 0.8 0.4 1.0
C -4.97334 -0.64882 -1.35273 -1.1 -0.8 -1.1
C 2.43186 2.70101 2.58587 0.8 1.9 -0.1
C -0.08534 -0.73338 2.82813 0.0 0.8 -1.2
H -5.47158 -0.81192 -2.33411 -0.3 0.2 0.7
H -4.08830 -2.60890 -1.74215 -0.2 0.1 0.4
H 1.87703 3.99875 1.10100 0.5 0.4 -0.1
H -1.01876 -2.27912 3.59677 0.4 0.3 -0.5
H -5.67466 -0.76751 -0.52121 0.2 -0.5 -0.2
H -3.16438 -1.63345 -0.51330 -0.8 -0.2 -0.2
H 1.92220 1.84725 2.98365 -0.1 -0.2 0.3
H -4.72554 0.38381 -1.35292 0.9 0.8 0.1
H 3.46146 2.45505 2.31676 -0.2 -0.2 -0.2
H -0.77859 -1.84665 -0.59355 0.1 -0.6 -0.2
H 2.51820 3.52811 3.34067 -0.5 -0.7 -0.5
H 0.48735 -1.35446 -1.80027 -0.5 -0.6 -0.2
H -0.95945 2.60186 -0.01986 -0.3 -0.2 -0.1
H -0.85859 -0.37297 -1.38438 -0.2 1.2 0.0


[4]
91
Properties=species:S:1:pos:R:3:forces:R:3 method="wB97M-V/def2-TZVPD" e_above_lowest_kcal_mol=20.3 multiplicity=3 orbital_gap_ev="7.34 / 7.49" largest_force_ev_per_a=2.52 s2=2.014 total_energy_ha=-3980.69614
Te 1.01203 -1.01824 0.67068 -0.3 -1.4 0.3
Co -2.27154 2.19885 -0.60059 1.4 -0.5 0.6
S -3.19117 2.09816 -2.83791 1.0 0.3 -0.5
O -3.67497 -0.72701 -0.56342 -0.5 -0.7 -0.4
N -1.33974 2.11228 -4.77945 -1.0 -0.8 -1.3
N -0.56683 2.46804 1.23215 -1.8 0.2 0.1
N -1.77356 0.41126 -0.44617 0.2 -1.0 -0.9
N -2.70317 4.08972 -0.43520 -0.9 0.8 0.0
N -3.82493 1.81218 0.65761 1.0 0.0 1.8
N -0.47686 2.69286 -1.46851 -1.4 -0.8 -0.6
N -0.43621 2.70576 -2.82936 -0.2 -0.1 0.1
C 3.67219 3.68349 -2.91889 -0.3 0.1 0.1
C 1.73315 2.71217 1.43703 0.9 0.9 -1.0
C -1.69895 -2.39941 1.58223 -0.1 -0.2 0.1
C -2.56016 -0.51414 -1.05436 0.8 1.3 0.4
C -1.55734 2.32810 -3.46842 -0.1 0.2 1.1
C 0.42820 2.30386 3.40713 -0.7 0.3 -0.9
C -2.54484 -2.48074 -4.25640 -1.5 0.2 1.2
C -0.54475 -2.54797 0.77151 -0.8 0.2 0.3
C -4.59925 3.04685 0.77795 -0.3 0.7 -0.5
C 2.29890 -2.58641 3.04744 0.6 -0.4 -0.8
C 3.79064 5.04302 -2.60026 1.2 0.3 -1.5
C 2.38135 -2.41990 1.65919 -0.4 0.9 -0.3
C 3.47471 -3.04442 -0.61797 -0.1 0.6 0.6
C 1.92600 4.93067 -1.13958 0.3 -2.1 -1.2
C -2.03265 -1.17190 -2.31853 -2.0 -0.3 1.2
C -1.97431 -1.14332 2.37180 -1.5 -0.3 0.5
C 2.90047 5.67887 -1.75063 0.9 -0.5 0.2
C -1.38781 -4.68828 0.02992 0.4 -0.6 -0.7
C -2.67160 -3.44110 1.64174 2.2 0.5 -1.2
C 1.63428 2.59550 2.79729 0.3 -0.6 0.6
C 3.18227 -3.46484 3.68616 -1.1 0.1 1.5
C -0.69609 2.28317 2.53483 1.7 -0.8 0.9
C 4.05571 -4.21904 2.98405 1.5 -0.3 -1.8
C -0.37104 -1.66044 -3.93614 1.6 0.5 -0.7
C 0.60792 2.70553 0.66556 -1.2 0.2 -0.7
C -1.28382 -2.33252 -4.71518 1.1 0.1 -0.4
C -2.48041 -4.57305 0.84751 -1.2 0.7 1.2
C 5.01111 -5.24075 3.54112 -0.6 -1.2 1.2
C -2.95247 -1.94625 -3.03759 0.7 0.8 -0.4
C -3.59207 4.19840 0.78133 0.6 0.7 -0.2
C 1.76931 3.55921 -1.47097 0.9 0.5 -0.2
C 3.31977 -3.12765 0.91000 0.1 0.1 -0.8
C 0.59037 2.96064 -0.81402 0.4 -0.5 0.3
C -0.42521 -3.70496 -0.00839 0.1 1.1 0.7
C 2.66539 2.91732 -2.38039 -1.6 1.1 1.4
C 1.27817 -1.85429 3.81278 -0.5 -0.8 0.7
C 4.11511 -4.01317 1.59323 0.2 -0.8 0.6
C -0.75451 -1.01629 -2.75925 1.9 -0.6 -0.8
H 3.06136 6.68926 -1.44496 0.0 0.6 -0.2
H -0.38040 1.91706 -5.04410 -0.3 0.2 0.0
H -4.03991 5.21234 0.81122 -0.1 -0.6 0.1
H 2.53917 -3.35522 -1.06381 -0.3 0.0 -0.3
H 3.10578 -3.64951 4.77314 -0.1 0.4 -0.5
H -4.23583 0.96925 0.25007 -0.3 0.0 0.2
H -5.29189 3.19602 1.63391 0.5 -0.6 -0.2
H 1.23362 -0.87153 3.42235 -0.2 1.2 0.0
H 0.28267 -2.30536 3.61977 0.5 0.1 0.5
H 5.51260 -4.96078 4.50543 -0.5 0.0 -0.9
H -3.97965 -1.95556 -2.70312 0.0 -0.3 0.1
H 0.67494 -1.60249 -4.33983 -1.0 0.2 0.7
H -1.96937 -0.25729 1.74084 0.2 0.0 -0.1
H 2.53913 2.66632 3.36561 0.3 0.0 0.4
H -3.23887 -2.99859 -4.85060 -1.0 -0.6 -0.7
H 0.04965 -0.51168 -2.23432 -0.5 0.2 0.3
H 4.43312 -6.19558 3.76424 0.7 1.0 -0.2
H 4.76283 -4.67350 1.04069 0.3 0.1 -0.3
H 1.55987 -1.84643 4.86964 -0.4 0.0 0.0
H -5.22338 3.09930 -0.11804 0.0 0.1 0.0
H -3.36949 1.54323 1.57771 -0.9 0.3 -1.5
H -2.09434 1.66646 -5.34703 1.1 0.7 1.0
H -2.94521 4.10905 1.67970 -0.2 0.0 -0.5
H -3.22144 4.36843 -1.30314 0.6 -0.3 1.0
H 0.44558 -3.77380 -0.61849 0.4 -0.3 -0.5
H 3.66057 -2.00018 -0.99212 0.0 -1.0 0.4
H -3.00155 -1.25364 2.80384 0.7 0.2 -0.4
H 0.39011 2.12015 4.48043 -0.3 0.1 -0.3
H -3.54327 -3.34426 2.25315 -0.3 0.1 0.3
H 5.76648 -5.50870 2.79783 0.0 0.1 0.2
H 4.58338 5.63110 -3.14649 -0.9 -0.6 0.9
H -1.02899 -2.71833 -5.69080 0.2 -0.1 0.0
H -3.27257 -5.30293 0.93257 0.2 -0.4 -0.4
H -1.85961 4.67829 -0.35219 -0.7 -0.3 0.0
H 4.23942 -3.75854 -0.95416 0.0 0.5 0.1
H 1.23204 5.34446 -0.46629 -0.7 0.6 0.8
H -1.65605 1.97194 2.93688 -0.2 0.3 -0.2
H 2.64541 2.93683 0.89915 0.3 -0.1 0.4
H -1.33592 -0.97294 3.23223 0.4 -0.1 0.0
H -1.27197 -5.54876 -0.61938 0.0 0.0 0.1
H 4.27579 3.14874 -3.63186 0.6 0.5 -0.2
H 2.50537 1.89749 -2.70231 0.0 0.0 0.2


[5]
10
Properties=species:S:1:pos:R:3:forces:R:3 method="wB97M-V/def2-TZVPD" e_above_lowest_kcal_mol=21.5 multiplicity=1 orbital_gap_ev=10.50 largest_force_ev_per_a=2.33 total_energy_ha=-1171.73911
S 2.88181 -0.48284 0.05403 -1.9 0.5 -1.3
P 1.12826 1.31311 -0.09191 -1.5 1.1 0.7
O 4.28881 -0.53369 0.05978 -0.3 0.5 0.0
O 2.07619 0.93621 -1.22339 1.4 -1.6 0.5
O 2.18163 0.36281 1.10206 0.4 0.3 -0.1
O 0.93693 2.69331 0.33737 0.3 -0.8 0.2
O 2.05674 -1.55520 -0.37209 0.7 -0.3 0.1
N -0.26999 0.43397 -0.14826 0.4 0.4 0.3
H -0.74506 0.15591 0.68996 -0.1 0.7 0.7
H -0.34209 -0.36521 -0.72204 0.5 -0.8 -1.2


[6]
15
Properties=species:S:1:pos:R:3:forces:R:3 method="wB97M-V/def2-TZVPD" e_above_lowest_kcal_mol=35.7 smiles="CC/N=C/OC" multiplicity=1 orbital_gap_ev=10.80 largest_force_ev_per_a=0.33 total_energy_ha=-287.77560
O -2.02603 -1.00026 0.35149 0.0 -0.1 0.0
N 0.00566 -0.22201 -0.23614 -0.2 -0.2 0.1
C 1.43778 -0.25965 -0.30534 0.2 0.0 0.0
C 1.98446 0.82902 0.61022 0.1 0.1 0.0
C -0.68603 -1.10704 0.32739 0.2 0.2 -0.2
C -2.48278 0.20784 -0.25969 -0.2 0.2 -0.1
H -1.95060 0.37689 -1.19856 -0.3 0.0 0.1
H 1.49012 1.77885 0.37797 0.1 -0.1 0.0
H -2.25891 1.05506 0.39866 -0.1 -0.1 -0.1
H 1.76543 0.58649 1.65574 0.1 0.0 -0.1
H -3.55377 0.09452 -0.42362 0.1 0.0 0.1
H 3.06424 0.95214 0.49258 -0.1 0.0 0.0
H -0.34389 -2.02109 0.83414 0.0 0.2 -0.2
H 1.86707 -1.24470 -0.06049 -0.1 0.1 0.1
H 1.69997 -0.03327 -1.34586 0.1 -0.1 0.2